Entry 1:
A single C24H28N6O2 molecule in a non-equilibrium geometry. Source: OMol25; level of theory: the ωB97M-V functional and the def2-TZVPD basis.

Output
Orbital gap ... 8.57 eV
ΔE to the lowest compared entry with this formula, charge and spin ... 0.4 kcal per mole
SMILES string ... CCN(Cc1ccccc1)[C@H](c1cc2ccc(C)cc2[nH]c1=O)c1nnnn1CCOC
Total energy ... -38377.72031 eV

The geometry in ORCA input format:
```
! RIJCOSX wB97M-V def2-TZVPD def2/J DEFGRID3
* xyz 0 1
C 3.22698 1.80213 0.60427
H -4.73464 0.42325 0.08539
H -0.28976 -0.20634 -3.71707
C -0.28264 -0.49596 0.33223
H -0.36677 -2.15188 -5.22415
C -0.40875 -1.84369 0.88004
C -0.41639 -3.59746 -3.64191
H 1.41092 1.47976 -0.43167
C -0.36916 -2.29418 -4.15382
H -2.63025 -0.36501 2.16049
C -0.32609 -1.20789 -3.31529
H -0.29304 0.71009 -1.41009
C 5.21514 0.45687 0.78329
C 1.37053 1.58028 2.91637
C -3.89189 -1.57244 -1.35779
H -0.50072 -3.79185 0.31793
C 5.39922 2.83846 0.61020
H 7.07621 1.51841 0.77613
H -0.52796 -5.70141 -4.04013
C -0.45932 -4.76161 -4.58128
C 5.99992 1.59742 0.72717
N -0.40843 -2.85287 -0.05250
N -2.58466 1.46091 1.19122
H 1.19795 0.75200 3.61202
H 3.55359 3.91129 0.46473
C -0.32883 -1.37912 -1.92552
C -3.32512 0.35254 1.72073
H -4.46668 -0.84221 -1.93986
H -3.11684 -2.00760 -1.98528
H -0.46200 -4.77892 -1.85912
H 0.61201 3.59184 2.61926
N -2.29909 3.32980 0.27223
H 0.89084 3.15621 4.30739
H -4.80743 -1.07127 1.06375
C 1.72561 1.89045 0.52913
C -0.22688 0.61363 1.36318
H 2.43079 1.83949 2.96319
N -3.19373 2.55549 0.71668
H -4.57159 -2.36030 -1.01056
C -1.25049 1.63745 0.99496
C -0.42238 -3.78123 -2.27356
H 5.68025 -0.51413 0.87569
H -4.01353 0.72733 2.48330
C 3.83814 0.55897 0.71956
C -0.29329 -0.29184 -1.00293
H 3.21747 -0.32325 0.77040
C 4.01941 2.93971 0.55177
C 0.53465 2.78917 3.34818
O -0.53876 -2.10419 2.06537
H -0.52899 0.15081 2.31323
H -1.31590 -4.67796 -5.24866
O -3.23801 -0.95669 -0.27779
H 0.43873 -4.77930 -5.19746
H 6.00617 3.73142 0.56853
H 1.39995 2.93894 0.56356
H -0.51559 2.52364 3.45454
C -0.38007 -2.68652 -1.40833
N -1.08785 2.80612 0.41856
N 1.12541 1.08243 1.57603
C -4.13019 -0.32912 0.61463
*
```


Entry 2:
A molecular structure, C33H31BN5O4S7SiV in a non-equilibrium geometry. Source: OMol25; level of theory: the ωB97M-V functional and the def2-TZVPD basis.

Output
Orbital gap (alpha / beta) ... 3.93 / 3.88 eV
Total energy ... -160452.37801 eV

The geometry in ORCA input format:
```
! RIJCOSX wB97M-V def2-TZVPD def2/J DEFGRID3
* xyz 0 1
H 12.08992 9.18128 7.45759
S 8.82927 12.66235 11.08149
H 3.88855 11.31216 9.98446
C 15.69720 9.25603 8.63086
O 9.26187 11.05074 14.16932
C 15.72349 14.74914 11.98378
N 7.16570 8.90684 9.48952
H 15.12657 12.99617 13.06247
H 16.49790 14.89900 8.74970
H 3.00430 9.74488 9.85921
C 13.40910 9.86834 8.96595
C 14.68332 9.87969 9.48356
O 12.31436 14.18057 14.16381
H 8.28523 11.96007 16.83220
O 13.65131 12.18730 14.93579
C 18.77053 9.05858 13.16814
C 15.47751 8.88766 7.34763
N 8.68735 7.85644 11.27400
H 12.53513 10.32585 9.45149
C 16.44369 9.84639 11.86833
C 3.89106 10.22006 10.22547
H 19.59827 8.83756 13.81033
N 5.09459 9.66657 9.69504
H 17.63591 7.47626 14.09916
H 11.27973 7.31673 14.26563
S 10.73858 13.63773 11.56972
C 11.44600 12.79254 16.27028
H 15.54859 8.28549 13.16176
H 12.94416 13.30427 17.73787
H 17.81847 11.20086 10.75362
N 11.37395 11.87156 13.83797
C 16.47073 8.74303 12.75918
C 15.87674 15.30072 10.71993
C 9.23200 12.41659 17.00617
S 6.43191 9.92120 12.00712
C 6.24505 9.40570 10.44678
H 15.87031 15.39992 12.83909
H 8.72991 13.16296 18.82141
H 16.27864 8.49568 6.74596
C 15.50144 13.39550 12.14771
H 3.97946 10.09760 11.30880
H 6.77084 6.94593 11.43193
C 17.69103 10.41834 11.52379
C 6.57053 8.95227 8.22178
C 18.86868 10.03793 12.21153
C 7.68730 7.17742 11.93310
C 17.61303 8.29158 13.35170
C 14.13944 8.85456 6.91893
C 10.89588 13.43586 18.51652
Si 14.93461 10.67711 11.22253
C 8.07557 6.84883 13.18146
H 13.88878 8.41199 5.96411
H 15.82096 16.41656 10.67242
H 9.80384 6.71382 15.22837
H 8.78938 7.27838 9.13126
H 11.08357 13.86229 19.50474
C 9.76196 7.84698 12.09107
C 5.31903 9.36926 8.35585
H 16.61877 8.99635 9.06426
C 10.21974 11.67562 14.60345
N 9.37440 7.34098 13.29219
O 13.61344 10.77481 12.01817
C 16.21274 14.47457 9.67911
H 7.66081 6.29424 14.03679
C 10.19788 7.45002 14.49904
S 12.35135 12.83362 14.74802
C 16.02177 13.07174 9.82741
H 7.20323 8.74116 7.35044
S 11.36021 8.42123 11.86292
C 13.14260 9.27897 7.76398
H 9.38683 9.00924 9.31206
C 10.19923 12.28772 16.01211
C 15.54991 12.53105 11.03156
S 12.00563 13.08550 10.01822
H 4.56252 9.48134 7.60586
B 8.59257 8.22326 9.78003
S 9.81120 10.85779 11.01447
H 10.02389 8.49787 14.89356
C 9.57820 13.06389 18.18080
H 16.17432 12.50772 8.90047
H 19.80952 10.60997 11.96568
C 11.89653 13.17505 17.58534
V 11.71386 11.61861 11.83799
*
```


Entry 3:
A molecular structure, C14H11N4OS3SbSr in a non-equilibrium geometry. Source: OMol25; level of theory: the ωB97M-V functional and the def2-TZVPD basis.

Output
Orbital gap (alpha / beta) ... 6.88 / 6.28 eV
ΔE to the lowest compared entry with this formula, charge and spin ... 24.4 kcal per mole
Total energy ... -62586.96609 eV

The geometry in ORCA input format:
```
! RIJCOSX wB97M-V def2-TZVPD def2/J DEFGRID3
* xyz -1 2
Sr 2.23508 -0.59838 -2.48097
C -3.79202 1.96564 -0.19550
N -7.28215 2.07420 -0.54685
H -1.04717 -1.02092 2.84843
C 3.27036 -0.93314 2.74606
C -2.45939 1.84443 -0.53067
N 0.96525 -0.49739 2.57696
N 4.48837 -1.14318 0.70373
C 0.51044 1.35178 -2.45312
H -5.16938 1.43576 -3.24515
H 4.15359 -1.11904 3.33708
H 1.94060 -0.70030 4.39305
H 5.28251 -1.41760 1.25208
H -1.68898 1.92876 0.22383
C 1.01963 -0.49858 1.16488
H -0.72767 0.70635 2.87159
C -2.06510 1.57842 -1.85156
C 2.07456 -0.71042 3.31905
C -4.77536 1.82190 -1.17413
H -2.77666 1.22897 -3.84032
C -0.68439 1.46881 -2.19193
C -4.40419 1.55208 -2.48863
S 4.65948 -4.87933 -2.12894
C -0.33934 -0.26318 3.17647
H -0.23278 -0.29563 4.25921
H 4.55723 -1.25152 -0.30846
C -3.06841 1.43381 -2.81920
O -0.01994 -0.34712 0.55806
C 3.31294 -0.91419 1.31034
S 1.46450 -3.00992 -3.10783
H -4.08626 2.16776 0.82657
C -6.17147 1.96146 -0.82542
N 2.24534 -0.67588 0.57182
S 4.81224 -1.10319 -2.61932
Sb 3.79856 -3.14120 -3.33122
*
```


Entry 4:
A single C3H3BrO molecule in a non-equilibrium geometry. Source: OMol25; level of theory: the ωB97M-V functional and the def2-TZVPD basis.

Output
Orbital gap ... 8.54 eV
ΔE to the lowest compared entry with this formula, charge and spin ... 29.7 kcal per mole
SMILES string ... CC(Br)=C=O
Total energy ... -75247.24121 eV

The geometry in ORCA input format:
```
! RIJCOSX wB97M-V def2-TZVPD def2/J DEFGRID3
* xyz 0 1
C -1.00527 0.07150 0.26435
O 2.46126 1.21658 -0.65172
C 1.41637 0.67188 -0.58285
H -1.14676 1.04645 0.46565
C 0.48663 -0.13083 0.16346
H -1.52707 -0.26854 -0.56758
Br 0.72909 -1.98177 -0.10203
H -1.41424 -0.62528 1.01074
*
```


Entry 5:
A molecular structure, C15H12N2O3RhSe4. Source: OMol25; level of theory: the ωB97M-V functional and the def2-TZVPD basis.

Output
Orbital gap ... 6.16 eV
Total energy ... -289269.42224 eV

The geometry in ORCA input format:
```
! RIJCOSX wB97M-V def2-TZVPD def2/J DEFGRID3
* xyz -1 1
H -1.14470 -1.90409 2.51563
C -1.22731 -1.27150 1.63380
N -0.12812 -0.97647 1.03833
C 4.92304 -2.71242 2.65978
C -4.16398 0.31322 -0.16576
O -4.51153 1.12022 -1.21019
H -2.99978 1.32651 -2.63952
H 4.34663 -0.35658 -0.33814
C 6.01379 -2.23823 1.94163
H 6.65860 -1.01584 0.30024
H -5.69448 -1.13085 2.49649
H 2.77819 -2.69870 2.85016
Se 0.21797 2.03491 0.86738
C -2.53833 -0.83038 1.23744
O 1.96541 -0.36781 -0.26711
C 5.81185 -1.39066 0.86166
H -3.84517 -0.23230 -2.64987
C -5.16488 -0.07474 0.68745
N 1.06225 -1.45128 1.56354
H -6.17441 0.23872 0.45116
O -1.92189 0.37674 -0.77573
C -3.96403 0.84361 -2.50099
C -3.60088 -1.21012 2.08741
H 5.07630 -3.37350 3.50395
Rh 0.03834 0.16315 -0.56814
H -3.36520 -1.80331 2.96388
C -2.79830 -0.04200 0.08254
H 7.01822 -2.52856 2.22485
Se -0.60773 3.73745 -0.46745
C 2.06207 -1.07450 0.80660
C 4.52588 -1.01803 0.49841
C -4.89200 -0.83914 1.83208
C 3.43264 -1.49148 1.21600
C 3.63743 -2.34108 2.29997
Se 0.34020 1.33566 -2.77476
H -4.69288 1.22615 -3.21560
Se 0.97224 3.49580 -2.15924
*
```


Entry 6:
A single C5H5NO molecule in a non-equilibrium geometry. Source: OMol25; level of theory: the ωB97M-V functional and the def2-TZVPD basis.

Output
Orbital gap ... 11.50 eV
ΔE to the lowest compared entry with this formula, charge and spin ... 55.6 kcal per mole
SMILES string ... C#C[C@@H](C#N)CO
Total energy ... -8801.00853 eV

The geometry in ORCA input format:
```
! RIJCOSX wB97M-V def2-TZVPD def2/J DEFGRID3
* xyz 0 1
O 1.17305 1.47014 -0.77464
C -1.48259 -1.10848 -0.52335
H -0.83645 1.49568 -0.21047
H -0.44458 1.00130 -1.87299
H 0.53473 -1.10058 -1.06754
H 1.20194 -0.73270 3.09844
C -0.12903 -0.54827 -0.39136
C 0.37723 -0.66766 0.98286
N -2.55651 -1.51370 -0.66018
H 1.46032 1.45415 0.14964
C -0.11993 0.93943 -0.83150
C 0.82182 -0.68932 2.10108
*
```


Entry 7:
2 unconnected molecules or ions with the total composition C2H11N2Si in a non-equilibrium geometry. Source: OMol25; level of theory: the ωB97M-V functional and the def2-TZVPD basis.

Output
Orbital gap ... 9.65 eV
ΔE to the lowest compared entry with this formula, charge and spin ... 23.9 kcal per mole
Total energy ... -13102.04868 eV

The geometry in ORCA input format:
```
! RIJCOSX wB97M-V def2-TZVPD def2/J DEFGRID3
* xyz 1 1
H -0.64762 -1.04736 -2.21519
N 0.38398 -1.58251 1.00535
C -1.82142 -0.51163 0.75801
H 2.32666 1.84888 -0.53853
H -2.69676 -0.56648 0.11500
H 0.37312 -1.74026 1.94078
H -2.25681 -1.17589 1.44931
C -0.42045 -0.88242 0.22332
Si 0.17738 -0.09632 -1.47820
H 1.64046 1.84770 0.83990
H 1.56477 -0.36501 -1.88633
H -0.47065 1.24323 -1.61506
H -1.78924 0.49936 1.06095
H 0.86078 2.66588 -0.31154
N 1.43433 1.76571 -0.08083
H 1.34146 -1.90288 0.73304
*
```


Entry 8:
A molecular structure, C25H43IrN4O3SSb2 in a non-equilibrium geometry. Source: OMol25; level of theory: the ωB97M-V functional and the def2-TZVPD basis.

Output
Orbital gap (alpha / beta) ... 5.80 / 5.80 eV
ΔE to the lowest compared entry with this formula, charge and spin ... 17.6 kcal per mole
Total energy ... -65449.88088 eV

The geometry in ORCA input format:
```
! RIJCOSX wB97M-V def2-TZVPD def2/J DEFGRID3
* xyz 3 2
H 3.77997 0.71369 -3.33922
H 1.19238 -3.19774 0.23907
H 1.57091 3.81680 -2.45638
H -0.17899 5.61271 0.17690
H 1.24695 4.71424 0.64012
H 4.35456 -2.64628 0.15310
H 0.97836 -2.33059 4.29494
C -0.76450 1.63336 2.50968
H -6.42906 -3.38832 -1.21804
Ir 0.31558 0.55686 -0.23002
C -3.39769 0.03089 1.56103
C -3.65896 -2.13610 0.30940
C -3.47561 0.99376 -1.71581
C 0.70755 4.41519 -2.14316
C 0.19276 4.60104 0.35553
H -5.98922 0.23766 0.99789
H -1.16838 -1.87128 -3.44909
H 1.01097 5.44927 -1.99946
H -2.76959 -1.90041 -2.66153
H -4.05880 -3.91666 -0.80718
H 5.95736 0.02596 -1.43963
H 0.35525 0.47378 5.48136
H 6.25947 -1.42992 1.23587
H -2.49250 -0.34647 2.02837
O 1.26494 -0.93294 1.42911
H -7.40871 -1.30077 -0.31987
C 5.64129 0.26141 -2.44692
H -3.97594 0.63345 2.26983
C 0.64939 -3.25919 -0.70088
H 1.98935 -1.15922 5.16936
H 5.94729 1.28350 -2.65629
N -0.05796 0.79294 1.76294
O -0.32334 2.65332 -0.97914
N 0.83732 -0.32620 3.61724
C -2.23558 -2.55562 0.60889
H 2.60842 -1.13506 -0.07984
N 3.42455 -0.98653 -0.65185
Sb -0.82019 -1.75442 -0.79326
C -5.81226 -2.69356 -0.66168
C -5.56271 -0.66986 0.57406
C 4.65931 -1.65711 -0.18189
C -4.20942 -0.95185 0.80331
C 5.34218 -0.91090 0.95326
H -2.92293 0.14520 -2.10757
Sb -2.73006 1.58643 0.19794
H -1.74386 -3.36080 -2.65046
C -1.74660 -2.27062 -2.61649
C 0.19559 0.59001 4.41735
H 7.34092 -0.62319 -3.41268
C -0.59170 1.56808 3.91930
S 1.58535 0.26282 -2.16365
H -3.79072 3.46914 1.74228
C 1.61213 -1.45289 4.19430
H -1.87958 -2.26613 1.59849
H 5.60178 0.11087 0.66817
H -1.09641 2.27916 4.55558
C 6.25369 -0.68409 -3.46657
H 4.69640 -0.86444 1.83330
H -0.02392 4.35141 -2.95242
H -3.38383 1.84413 -2.39343
C 0.72206 -0.19901 2.27314
H 2.44266 -1.68559 3.53693
H -5.02770 2.79438 0.61547
H 5.95434 -0.41299 -4.48071
H 5.32252 -1.79860 -1.02805
H 5.95682 -1.71998 -3.28543
O -1.55869 2.43346 1.90302
C -4.47098 -2.98453 -0.43306
H -3.86844 4.02329 0.05113
N 4.15214 0.26706 -2.51389
H 1.33106 -3.13739 -1.54234
C 3.23051 -0.19327 -1.69639
H 0.14491 -4.22124 -0.78314
C -4.00799 3.17519 0.72310
H -4.52414 0.74924 -1.53079
H -0.35474 4.12868 1.16265
C -6.36406 -1.52983 -0.15171
C 0.14716 3.81257 -0.90473
H -2.10033 -3.62939 0.48126
*
```


Entry 9:
2 unconnected molecules or ions with the total composition C31H33FN2O5S2 in a non-equilibrium geometry. Source: OMol25; level of theory: the ωB97M-V functional and the def2-TZVPD basis.

Output
Orbital gap ... 4.55 eV
Total energy ... -70283.98865 eV

The geometry in ORCA input format:
```
! RIJCOSX wB97M-V def2-TZVPD def2/J DEFGRID3
* xyz 0 1
C 0.36883 -0.42153 0.05014
O -4.06721 3.88219 2.69106
C 3.65777 -1.71171 -0.70088
H -4.58916 -0.35688 -3.93125
C 3.58895 2.52924 -3.24334
O 4.83641 -1.99564 -0.51528
S -0.36992 2.52757 3.12368
C -3.28729 3.36310 5.80162
C -5.62447 -0.88841 -0.71780
H 5.57905 1.66937 -3.29868
H 1.87583 -4.13196 -3.55127
H 2.70608 -1.58572 1.21223
H -6.51587 -1.17457 -0.15646
H 5.32753 0.52849 -1.10110
C -1.19701 3.52078 7.02668
H 0.42658 -0.09083 1.09398
F -1.76466 3.08448 0.92500
N 2.94805 -1.95684 -1.85256
C 3.31109 1.20953 -0.79317
H -6.62407 -1.00258 -2.64035
C 3.16056 0.44158 0.50149
C 0.88488 -3.73723 -3.30815
C 2.72957 -1.01589 0.26653
C -1.17860 2.92162 4.69333
S -3.33089 2.68784 3.05019
C -2.01946 -0.08745 -0.08606
C -4.44424 -0.59419 -0.05147
C -5.68471 -0.80193 -2.11802
H 0.63344 -2.93497 -4.01648
H -1.22409 -4.08127 -1.89106
O 0.15192 1.17092 3.22623
H -4.37156 3.46161 5.74919
C 2.28233 2.02811 -1.27088
H 1.16048 -3.83790 0.17745
H 2.35711 -4.45246 -1.00170
C 0.73828 -3.23808 -1.86644
C -3.26533 -0.26593 -0.76988
C -4.53916 -0.44145 -2.84277
C 1.49755 -1.84384 -1.70420
H -2.04949 0.00299 1.00147
O -4.00074 1.40374 3.09594
H 0.74430 -5.17795 -0.90451
H 1.38125 2.15852 -0.66593
O 0.52419 3.60891 2.76820
C -1.82936 2.51210 2.13342
C 4.50803 1.12347 -1.51267
C 3.64403 -2.47953 -3.00669
N 1.42270 -1.13389 -0.40232
H 2.44366 0.92923 1.17731
C -3.34325 -0.18267 -2.18276
H -1.04056 -2.86181 -0.62330
C -2.56119 2.99556 4.66204
C -0.47658 3.17756 5.87799
C 2.40213 2.64645 -2.51760
C -2.59222 3.61621 6.98886
H -0.64974 0.03511 -1.77211
H 0.17455 -4.55805 -3.49524
H -3.14225 3.90786 7.89165
H 3.71583 -3.57585 -2.97311
H -0.66194 3.73306 7.95959
H 4.14448 0.38956 0.99461
H 3.14201 -2.17092 -3.92813
C 1.29480 -4.22787 -0.83960
H 3.68960 3.02291 -4.20951
H -4.39972 -0.62113 1.03529
H -1.20937 -2.36530 -2.33635
C 4.64816 1.76845 -2.73843
H 0.61209 3.11560 5.88828
C -0.76632 -3.10541 -1.65523
H -2.45768 0.10557 -2.75033
H 1.56508 3.22302 -2.91738
H 1.10591 -1.16926 -2.48788
C -0.77241 -0.13948 -0.69830
H 4.66546 -2.08390 -3.01685
*
```


> Which value of total energy does entry 9 give?

-70283.98865 eV


> total energy of number 3 (C14H11N4OS3SbSr)?

-62586.96609 eV


> Which value of total energy does entry 3 give?

-62586.96609 eV